<one>
ORCA calculation (ωB97M-V/def2-TZVPD) on a cluster of 6 separate species, C24H30F18O12 in total.

```
84
Properties=species:S:1:pos:R:3
C -1.91592 6.53417 -7.08653
C -1.85081 5.01268 -7.57812
O -1.26170 4.97774 -8.85962
C 0.03385 4.64094 -9.10302
O 0.88930 4.47972 -8.24821
C 0.47157 4.46334 -10.58241
F 0.95735 3.26902 -10.78179
F -0.56189 4.76343 -11.35631
F 1.47570 5.37466 -10.79080
H -2.63629 7.12811 -7.64903
H -0.99207 7.10305 -7.19122
H -2.24271 6.46343 -6.04907
H -2.85918 4.59883 -7.57117
H -1.20166 4.51418 -6.85828
C 8.50348 3.16759 -2.71277
C 7.04228 3.29533 -2.18996
O 6.63747 4.56057 -1.72863
C 6.64861 5.59405 -2.61946
O 6.82764 5.41244 -3.85851
C 6.12995 6.87012 -2.04076
F 7.17503 7.65331 -2.03563
F 5.30832 7.36497 -2.99950
F 5.52715 6.69440 -0.83317
H 8.67593 2.12316 -2.97262
H 9.27826 3.36500 -1.97193
H 8.68653 3.71296 -3.63859
H 6.76569 2.45629 -1.55151
H 6.35728 3.05441 -3.00288
C 1.61612 -5.66911 3.94387
C 2.59740 -6.26092 2.92338
O 2.99302 -5.25236 2.03547
C 4.02625 -5.44442 1.16034
O 4.62005 -6.52586 1.00684
C 4.32962 -4.17176 0.28150
F 5.56159 -3.73857 0.39024
F 4.17595 -4.45260 -1.04749
F 3.51352 -3.17151 0.57271
H 2.14357 -4.83485 4.40635
H 1.37986 -6.54724 4.54485
H 0.75912 -5.36063 3.34513
H 2.13472 -7.10007 2.40392
H 3.50762 -6.62051 3.40327
C -1.52170 -0.86786 -1.20202
C -0.09731 -0.64888 -1.78247
O -0.06107 0.74797 -2.20450
C 1.05998 1.34526 -2.51273
O 2.17967 0.80709 -2.54517
C 0.98359 2.83637 -2.76612
F 1.68283 3.48283 -1.89988
F 1.68238 3.06293 -3.88162
F -0.26341 3.29733 -2.82953
H -1.77865 -1.92317 -1.11050
H -2.33009 -0.54598 -1.85853
H -1.60118 -0.44154 -0.20199
H 0.11656 -1.19034 -2.70396
H 0.57559 -0.84742 -0.94825
C -8.37061 -6.48574 6.27231
C -8.07596 -7.65181 5.27735
O -7.47351 -7.42438 4.03361
C -6.18545 -7.19646 3.88321
O -5.29953 -7.17427 4.76113
C -5.81071 -6.84944 2.40809
F -5.05723 -7.87991 2.02063
F -6.88905 -6.79365 1.58951
F -5.09542 -5.71221 2.32467
H -9.10246 -5.76736 5.90295
H -7.55306 -5.79789 6.48807
H -8.68017 -6.86141 7.24758
H -9.08006 -7.97983 5.00849
H -7.48638 -8.40018 5.80693
C -3.03884 3.65640 7.15744
C -2.95635 2.14857 7.66952
O -1.94755 1.57587 6.87874
C -2.19629 0.78043 5.85097
O -3.34493 0.49757 5.50706
C -0.93873 0.39208 5.08044
F -0.81296 1.09614 3.96580
F 0.22127 0.47296 5.75190
F -1.10920 -0.86536 4.67653
H -3.67712 4.26732 7.79578
H -3.38567 3.66501 6.12413
H -2.04285 4.06111 6.97761
H -3.82791 1.50122 7.76658
H -2.63807 2.11314 8.71142
```

Values from the calculation:
HOMO level: -10.900 eV
2S+1: 1
Gap between HOMO and LUMO: 11.2 eV
Structure (SMILES): CCOC(=O)C(F)(F)F.CCOC(=O)C(F)(F)F.CCOC(=O)C(F)(F)F.CCOC(=O)C(F)(F)F.CCOC(=O)C(F)(F)F.CCOC(=O)C(F)(F)F

Results of the Mulliken charge analysis, in e, for atoms 1 through 5: number 1, C, carries -1.079; number 2, C, carries -0.246; number 3, O, carries -0.274; number 4, C, carries 0.386; number 5, O, carries -0.531

=====

<two>
ORCA calculation (ωB97M-V/def2-TZVPD) on a cluster of 6 separate species, C24H30F18O12 in total.

```
84
Properties=species:S:1:pos:R:3
C 17.05023 14.95461 -14.04768
C 16.19258 13.76854 -14.45690
O 16.42544 13.29862 -15.78191
C 17.53542 12.62696 -16.01638
O 18.44753 12.44242 -15.26863
C 17.54375 12.07514 -17.45859
F 18.38324 11.04864 -17.54895
F 16.33064 11.67345 -17.81918
F 17.95916 13.00989 -18.32966
H 18.10554 14.76312 -14.25044
H 16.99053 15.09155 -12.97019
H 16.79520 15.84786 -14.61788
H 15.14120 14.02267 -14.34240
H 16.35517 12.96225 -13.73471
C 12.67580 16.90581 -7.61836
C 13.17748 16.69882 -9.03864
O 14.53120 17.14468 -9.10176
C 15.01643 17.45699 -10.29339
O 14.39620 17.61385 -11.29834
C 16.54641 17.61213 -10.27946
F 17.11368 16.49938 -10.77636
F 16.92055 18.64265 -11.03570
F 17.01485 17.80528 -9.03976
H 13.26892 16.29939 -6.92686
H 11.62774 16.64480 -7.53024
H 12.90428 17.92967 -7.31600
H 12.54322 17.25496 -9.72519
H 13.16498 15.64038 -9.30043
C 19.27290 9.93806 -24.82649
C 17.92015 10.09392 -24.11211
O 18.11632 10.21030 -22.69008
C 17.73998 9.19422 -21.93700
O 17.33429 8.13613 -22.30607
C 17.85264 9.57121 -20.43946
F 16.63217 9.55705 -19.89110
F 18.58568 8.64458 -19.80734
F 18.41119 10.75450 -20.24499
H 19.57782 10.92402 -25.17184
H 19.13985 9.28332 -25.68714
H 20.03931 9.50219 -24.19292
H 17.32241 9.19845 -24.27108
H 17.42634 10.98488 -24.48238
C 17.20620 14.46453 -7.84133
C 17.90106 13.14262 -8.09677
O 18.13913 13.03339 -9.51019
C 18.32286 11.82108 -10.00228
O 18.19703 10.79157 -9.40786
C 18.71280 11.85312 -11.49026
F 19.98498 11.44919 -11.61550
F 17.93208 11.00302 -12.16887
F 18.59122 13.06699 -12.03050
H 16.23690 14.45456 -8.34022
H 17.78641 15.34023 -8.11669
H 17.00815 14.51256 -6.76715
H 17.26811 12.32664 -7.75114
H 18.85554 13.07577 -7.57230
C 11.71556 16.07287 -17.22213
C 10.73900 15.24307 -16.41738
O 11.04786 13.83891 -16.57185
C 11.93653 13.34514 -15.74588
O 12.57396 13.94902 -14.93171
C 12.14820 11.82746 -15.95506
F 11.39924 11.33211 -16.94268
F 13.43302 11.60296 -16.25299
F 11.85900 11.17216 -14.82601
H 11.42039 17.12283 -17.15463
H 11.76599 15.74806 -18.25493
H 12.68777 16.02396 -16.73153
H 9.71465 15.33778 -16.77642
H 10.70546 15.52074 -15.36452
C 17.11204 14.70327 -21.81323
C 16.45203 15.10517 -20.50543
O 17.48197 15.64674 -19.65637
C 17.06057 16.31294 -18.60134
O 15.93140 16.36951 -18.21562
C 18.23334 17.03823 -17.90325
F 18.10845 18.35873 -18.07436
F 18.21118 16.76921 -16.59525
F 19.42109 16.67123 -18.38020
H 17.67317 13.77310 -21.74464
H 17.78764 15.50505 -22.11512
H 16.34624 14.57880 -22.57926
H 16.06820 14.22279 -19.99052
H 15.66141 15.82991 -20.68238
```

Values from the calculation:
HOMO level: -10.857 eV
2S+1: 1
Gap between HOMO and LUMO: 11.3 eV
Structure (SMILES): CCOC(=O)C(F)(F)F.CCOC(=O)C(F)(F)F.CCOC(=O)C(F)(F)F.CCOC(=O)C(F)(F)F.CCOC(=O)C(F)(F)F.CCOC(=O)C(F)(F)F

Results of the Mulliken charge analysis, in e, for atoms 1 through 5: number 1, C, carries -1.010; number 2, C, carries -0.091; number 3, O, carries -0.136; number 4, C, carries 0.116; number 5, O, carries -0.533

=====

Stability, lowest: <one>

=====

<one>
ORCA calculation (ωB97M-V/def2-TZVPD) on the molecule C4H7Cl.

```
12
Properties=species:S:1:pos:R:3
C 1.66507 -0.59671 -1.69510
C 0.21142 -0.25250 -1.76670
C -0.67552 -0.32557 -0.75105
C -0.37584 -0.61354 0.68942
H 2.21161 0.42220 -1.65522
H 2.09499 -1.06492 -2.59777
H 1.97469 -1.35959 -0.93929
H -0.15976 0.00130 -2.74755
H -1.71108 -0.20769 -0.97111
H -1.08873 -1.37470 1.00461
H 0.68301 -0.92530 0.89872
Cl -0.52679 0.89639 1.65577
```

Values from the calculation:
HOMO level: -9.514 eV
2S+1: 1
Gap between HOMO and LUMO: 10.6 eV
Structure (SMILES): C/C=C\CCl

Results of the natural (NBO) charge analysis, in e, for atoms 1 through 5: number 1, C, carries -0.675; number 2, C, carries -0.152; number 3, C, carries -0.222; number 4, C, carries -0.404; number 5, H, carries 0.230

=====

<two>
ORCA calculation (ωB97M-V/def2-TZVPD) on the molecule C4H7Cl.

```
12
Properties=species:S:1:pos:R:3
C -1.09817 1.20229 -0.43894
C -0.24210 0.21692 -0.11343
C -0.45396 -1.25168 -0.28872
C 0.95705 0.47054 0.75790
Cl 2.56005 -0.27618 -0.04919
H -0.80238 2.15422 -0.45924
H -2.01361 1.04728 -1.00405
H -1.47770 -1.48800 -0.53571
H 0.25388 -1.41480 -1.09431
H 0.02028 -1.78346 0.53232
H 1.28194 1.40392 1.00257
H 1.01473 -0.28105 1.69080
```

Values from the calculation:
HOMO level: -9.789 eV
2S+1: 1
Gap between HOMO and LUMO: 10.6 eV
Structure (SMILES): C=C(C)CCl

Results of the natural (NBO) charge analysis, in e, for atoms 1 through 5: number 1, C, carries -0.374; number 2, C, carries -0.004; number 3, C, carries -0.655; number 4, C, carries -0.293; number 5, Cl, carries -0.189

=====

Stability, lowest: <two>

=====

<one>
ORCA calculation (ωB97M-V/def2-TZVPD) on a cluster of 2 separate species, C5H9P in total.

```
15
Properties=species:S:1:pos:R:3
C -1.97422 1.95540 0.13822
C 0.09414 -2.34531 0.52138
C -2.28761 1.17159 0.99163
C 0.42318 -1.04207 -0.16724
C 1.60084 1.34195 -0.82291
P 1.28334 0.21065 0.62712
H -1.61989 2.75476 -0.46853
H -1.01163 -2.75840 0.53767
H 0.22498 -2.31287 1.53827
H 0.52005 -3.19433 0.02991
H -2.51651 0.29959 1.53628
H 0.13923 -0.93134 -1.20913
H 2.06796 2.30809 -0.39115
H 0.72973 1.63667 -1.41298
H 2.32640 0.90562 -1.44854
```

Values from the calculation:
HOMO level: -8.632 eV
2S+1: 1
Gap between HOMO and LUMO: 9.2 eV
Structure (SMILES): C/C=P/C.C#C

Results of the natural (NBO) charge analysis, in e, for atoms 1 through 5: number 1, C, carries -0.243; number 2, C, carries -0.659; number 3, C, carries -0.221; number 4, C, carries -0.557; number 5, C, carries -0.950

=====

<two>
ORCA calculation (ωB97M-V/def2-TZVPD) on the molecule C5H9P.

```
15
Properties=species:S:1:pos:R:3
C -2.51468 0.25400 0.82821
C -1.43964 0.31919 0.03545
C 0.41330 -1.02894 -0.70056
C -0.16766 -0.20114 0.46278
C 0.96577 0.30770 -0.35056
P 2.64074 0.40819 0.50338
H -3.53564 0.54025 0.59513
H -2.44463 -0.13642 1.80932
H -1.42003 0.84821 -0.93463
H 0.94953 -1.96798 -0.53732
H -0.32317 -1.06910 -1.57406
H -0.07731 -0.52881 1.49113
H 0.69128 1.14180 -0.84736
H 3.02253 1.47301 -0.38300
H 3.23960 -0.35996 -0.39792
```

Values from the calculation:
HOMO level: -8.863 eV
2S+1: 1
Gap between HOMO and LUMO: 10.0 eV
Structure (SMILES): C=C[C@H]1C[C@@H]1P

Results of the natural (NBO) charge analysis, in e, for atoms 1 through 5: number 1, C, carries -0.412; number 2, C, carries -0.168; number 3, C, carries -0.407; number 4, C, carries -0.281; number 5, C, carries -0.457

=====

<three>
ORCA calculation (ωB97M-V/def2-TZVPD) on a cluster of 2 separate species, C5H9P in total.

```
15
Properties=species:S:1:pos:R:3
C 0.67730 0.66035 -2.63607
C -0.30839 -0.07670 -2.15536
C 0.86416 -0.14828 -1.35738
C -2.39044 -0.48224 1.39109
C 2.78578 0.51408 0.89101
P 1.15260 0.10003 0.35689
H 1.30622 1.20975 -3.33356
H -1.25934 -0.60144 -2.26856
H -1.75941 0.37011 1.96230
H -1.77683 -1.36447 1.22648
H -3.28156 -0.76365 1.94556
H 3.12199 0.06637 1.71469
H 2.87757 1.62480 0.77039
H -2.66653 -0.11449 0.41858
H 0.65688 -0.99421 1.07394
```

Values from the calculation:
HOMO level (spin up / spin down): -6.526 / -6.895 eV
2S+1: 1
Gap between HOMO and LUMO (spin up / spin down): 6.6 / 7.2 eV
Structure (SMILES): C=[PH]=c1cc1.C

Results of the natural (NBO) charge analysis, in e, for atoms 1 through 5: number 1, C, carries -0.140; number 2, C, carries -0.142; number 3, C, carries -0.406; number 4, C, carries -0.853; number 5, C, carries -0.984

=====

Stability, lowest: <three>

=====

<one>
ORCA calculation (ωB97M-V/def2-TZVPD) on a cluster of 7 separate species, C12H38O7 in total.

```
57
Properties=species:S:1:pos:R:3
O 0.26960 0.58861 3.51717
H 0.34069 1.54770 3.51485
H -0.05840 0.36701 2.63336
O -0.33387 0.17786 0.55792
H -1.12181 0.74931 0.52844
H 0.01110 0.19669 -0.34211
O 0.94487 -0.01866 -2.50665
H 1.88362 0.04453 -2.29013
H 0.83776 -0.91093 -2.85418
C -0.53652 3.45146 -1.53437
C -1.43722 2.65309 -2.47099
C -1.01360 2.77046 -3.93702
O -1.53123 1.29736 -2.06523
H 0.51541 3.19240 -1.63363
H -0.86946 3.24152 -0.51411
H -0.74789 4.51500 -1.66640
H -2.45603 3.04590 -2.40027
H 0.02631 2.43233 -3.99103
H -1.03680 3.82651 -4.21081
H -1.63472 2.15894 -4.58356
H -0.67785 0.85801 -2.17884
C -3.26814 -0.33722 2.58252
C -4.09483 0.16757 1.40068
C -5.25110 1.05907 1.83290
O -3.24631 0.91249 0.49178
H -3.16103 0.45974 3.31636
H -2.26852 -0.58049 2.22546
H -3.73438 -1.24428 2.96339
H -4.47688 -0.65593 0.79788
H -6.07154 0.45438 2.22566
H -5.62613 1.66867 1.01035
H -4.95839 1.73782 2.63924
H -3.39003 1.84950 0.65532
C 4.87515 0.14564 -1.64744
C 4.04113 -0.21830 -0.41971
C 3.26815 0.95706 0.16216
O 3.07914 -1.22543 -0.74842
H 5.71032 0.78226 -1.35541
H 4.26411 0.65081 -2.39480
H 5.29197 -0.78831 -2.02820
H 4.70967 -0.55568 0.38105
H 2.97372 0.83607 1.20315
H 2.35853 1.15912 -0.40769
H 3.91839 1.83481 0.11459
H 3.53711 -2.03300 -1.00584
C 1.43334 -4.45893 2.11775
C 1.19568 -3.32633 1.15323
C 0.02198 -3.53959 0.21263
O 0.87988 -2.18843 1.99174
H 0.69899 -4.48379 2.92278
H 2.42151 -4.45491 2.58333
H 1.40005 -5.43602 1.61970
H 2.11077 -3.12870 0.59024
H -0.87164 -3.86666 0.74116
H 0.28852 -4.27611 -0.55728
H -0.22608 -2.63205 -0.34257
H 0.79294 -1.42992 1.39989
```

Values from the calculation:
HOMO level: -9.493 eV
2S+1: 1
Gap between HOMO and LUMO: 9.8 eV
Structure (SMILES): CC(C)O.CC(C)O.CC(C)O.CC(C)O.O.O.O

Results of the natural (NBO) charge analysis, in e, for atoms 1 through 5: number 1, O, carries -0.947; number 2, H, carries 0.457; number 3, H, carries 0.487; number 4, O, carries -1.001; number 5, H, carries 0.510

=====

<two>
ORCA calculation (ωB97M-V/def2-TZVPD) on a cluster of 7 separate species, C12H38O7 in total.

```
57
Properties=species:S:1:pos:R:3
O 0.51514 0.97811 0.95595
H 0.55217 0.82645 -0.01574
H 0.67656 1.92554 1.04793
C -0.14152 -4.57888 -1.82114
C 0.54572 -3.20551 -1.78111
C 0.86456 -2.66957 -3.15744
O -0.32877 -2.18730 -1.14565
H 0.52569 -5.33399 -2.21811
H -1.06714 -4.42004 -2.39789
H -0.38555 -4.83266 -0.79818
H 1.42793 -3.38237 -1.13494
H -0.00800 -2.88112 -3.80800
H 1.56500 -3.37997 -3.62474
H 1.02301 -1.58565 -3.26209
H -0.56563 -2.51614 -0.27078
C 0.32055 4.75978 0.04947
C 0.96676 4.70844 1.44952
C -0.00989 5.04853 2.64549
O 1.32324 3.35470 1.67885
H 0.15362 5.84288 -0.18842
H -0.65812 4.20268 0.10124
H 0.99491 4.23098 -0.60996
H 1.90208 5.25913 1.45594
H 0.49770 5.16270 3.59613
H -0.64834 4.18134 2.88708
H -0.57729 5.92174 2.31613
H 2.24697 3.13003 1.78537
C -1.09153 0.40492 -3.69534
C -0.88747 1.20667 -2.40222
C -2.05102 1.21141 -1.45322
O 0.26454 0.58318 -1.71405
H -1.08049 -0.70322 -3.53529
H -0.31865 0.58764 -4.42424
H -2.00223 0.68715 -4.24457
H -0.52790 2.24780 -2.58872
H -2.49552 0.20729 -1.48486
H -2.83226 1.93439 -1.76792
H -1.66615 1.42723 -0.48076
H 0.11354 -0.32488 -1.75058
C -1.39667 0.02910 3.43861
O -1.48234 -0.32718 2.03678
H -0.58018 -0.52048 3.94442
H -1.26086 1.09477 3.67560
H -2.22323 -0.33940 3.96218
H -0.81525 0.21572 1.50252
C 2.99819 -1.51598 0.51465
O 3.15399 -0.26545 1.15427
H 2.39149 -1.31433 -0.39683
H 4.05158 -1.87528 0.28231
H 2.51459 -2.36844 1.09697
H 2.33718 0.15031 1.17047
C -1.21618 -3.84529 2.36136
O -0.47643 -2.85937 1.59441
H -2.20968 -3.99778 1.94464
H -0.65422 -4.79797 2.38232
H -1.39264 -3.52977 3.39082
H -0.87561 -1.96262 1.75135
```

Values from the calculation:
HOMO level: -9.560 eV
2S+1: 1
Gap between HOMO and LUMO: 10.2 eV
Structure (SMILES): CC(C)O.CC(C)O.CC(C)O.CO.CO.CO.O

Results of the natural (NBO) charge analysis, in e, for atoms 1 through 5: number 1, O, carries -1.016; number 2, H, carries 0.508; number 3, H, carries 0.504; number 4, C, carries -0.630; number 5, C, carries 0.102

=====

Stability, lowest: <two>